# C2H4BN3O3

A 2-piece molecular cluster, C2H4BN3O3 overall in a non-equilibrium geometry (wB97M-V/def2-TZVPD, the OMol25 dataset).

```
13
Properties=species:S:1:pos:R:3:forces:R:3
B -1.274 1.246 0.392 -0.179 4.322 -1.013
C 2.329 -2.129 0.665 -3.904 1.272 -2.702
C 0.792 -1.670 -0.777 0.246 0.363 -2.361
N 1.986 -2.153 -0.700 2.582 -0.982 0.426
N 1.304 -1.660 1.353 0.125 0.283 0.470
N 0.429 -1.517 0.445 -3.497 1.904 3.896
O -0.277 1.823 -0.430 -0.716 -5.086 -0.206
O -2.286 2.260 0.687 1.346 -1.231 -0.478
O -1.404 0.094 0.976 1.475 -3.534 0.057
H 3.270 -2.090 1.014 3.036 -0.853 1.209
H 0.225 -1.419 -1.636 -0.423 -0.084 -0.475
H -0.205 2.676 -0.146 0.287 3.900 0.780
H -2.932 1.997 1.334 -0.376 -0.274 0.397
```
Positions in Å, forces in eV/Å.

The total energy comes out at -493.34380 a.u. As for the charge: 0.



# C2H4Br2N2O

C2H4Br2N2O as an isolated structure in a non-equilibrium geometry (wB97M-V/def2-TZVPD, the OMol25 dataset).

```
11
Properties=species:S:1:pos:R:3:forces:R:3
C -0.046 1.610 0.838 -3.771 0.787 -3.238
C 1.071 -1.431 0.438 3.220 -10.109 0.496
N -1.382 0.681 -0.960 -0.555 -2.616 -2.874
N -0.801 1.531 -0.153 2.986 1.727 3.251
O 0.442 2.275 1.649 1.895 -0.015 1.776
Br 0.828 -2.300 -1.366 0.312 0.628 1.132
Br -0.445 -1.749 1.538 0.506 -0.409 0.442
H 2.271 -1.556 0.727 -3.492 -0.796 -0.016
H 1.073 -0.534 0.325 -0.494 10.620 -2.066
H -0.739 0.380 -1.754 -1.434 0.688 1.126
H -2.271 1.093 -1.280 0.828 -0.504 -0.031
```
Positions in Å, forces in eV/Å.

The energy above the lowest of the compared OMol25 structures with the same formula, charge and spin is 73.4 kcal per mole. The total energy comes out at -5411.25445 a.u. As for the charge: 0.



# C2H4Br2O2

One molecule with the formula C2H4Br2O2 in a non-equilibrium geometry (wB97M-V/def2-TZVPD, the OMol25 dataset).

```
10
Properties=species:S:1:pos:R:3:forces:R:3
O -0.207 1.717 0.181 -0.376 0.596 -0.361
C -0.797 0.530 0.042 3.154 -1.746 2.535
Br -1.503 -0.047 1.967 0.210 -0.026 -0.750
C 0.184 -0.592 -0.283 -1.039 -1.240 -2.206
O 1.379 -0.454 0.311 -0.477 -0.436 0.325
Br 0.554 -0.145 -2.538 -0.372 -0.379 1.738
H 0.640 1.592 0.652 -0.338 0.002 -0.282
H -1.632 0.330 -0.512 -2.235 0.919 -1.546
H -0.339 -1.639 -0.473 1.524 2.210 0.839
H 1.723 -1.291 0.654 -0.051 0.101 -0.293
```
Positions in Å, forces in eV/Å.

The energy above the lowest of the compared OMol25 structures with the same formula, charge and spin is 20.2 kcal per mole. The total energy comes out at -5377.07567 a.u. As for the charge: 0. The SMILES is O[C@H](Br)[C@H](O)Br.



# C2H4Br2O2

C2H4Br2O2 as an isolated structure in a non-equilibrium geometry (wB97M-V/def2-TZVPD, the OMol25 dataset).

```
10
Properties=species:S:1:pos:R:3:forces:R:3
C -0.414 -1.052 -0.593 0.669 -2.573 -1.571
C -0.051 -1.231 -1.832 0.412 0.222 -1.491
O 0.915 1.066 0.437 2.102 -1.074 -1.652
O 0.293 -1.407 -2.932 -0.088 0.131 0.790
Br -0.682 -2.736 0.182 -0.149 -0.450 0.790
Br 3.422 -0.905 0.551 -0.051 -0.166 0.142
H -0.840 -0.188 -0.289 -1.002 2.279 1.320
H 4.517 -0.725 -0.316 0.265 -0.015 -0.170
H 1.744 0.745 -0.103 -2.426 0.969 1.647
H 1.120 1.957 0.695 0.267 0.679 0.196
```
Positions in Å, forces in eV/Å.

The energy above the lowest of the compared OMol25 structures with the same formula, charge and spin is 36.0 kcal per mole. The total energy comes out at -5377.05044 a.u. As for the charge: 0.



# C2H4Br2S

C2H4Br2S as an isolated structure in a non-equilibrium geometry (wB97M-V/def2-TZVPD, the OMol25 dataset).

```
9
Properties=species:S:1:pos:R:3:forces:R:3
C 0.221 0.798 -1.310 -0.422 -0.069 -0.210
C -0.344 -0.965 1.429 0.485 2.459 -0.963
S -1.201 -0.323 -1.219 0.173 0.325 1.248
Br -0.018 0.723 2.258 0.308 -0.301 -0.352
Br 1.068 -1.999 0.926 0.253 -0.490 0.183
H 0.332 1.517 -0.493 -0.669 0.069 -0.105
H 0.088 1.353 -2.278 0.599 -0.629 0.809
H 1.082 0.150 -1.208 0.514 0.178 -0.784
H -1.228 -1.254 1.895 -1.240 -1.542 0.175
```
Positions in Å, forces in eV/Å.

The energy above the lowest of the compared OMol25 structures with the same formula, charge and spin is 56.9 kcal per mole. The total energy comes out at -5624.69899 a.u. As for the charge: 0.



# C2H4Br2S

A 2-piece molecular cluster, C2H4Br2S overall in a non-equilibrium geometry (wB97M-V/def2-TZVPD, the OMol25 dataset).

```
9
Properties=species:S:1:pos:R:3:forces:R:3
C -0.060 0.862 -0.092 5.103 4.173 -0.939
C -1.215 0.267 0.265 -7.238 -2.446 4.967
S 0.615 1.965 1.122 -0.219 -1.355 -1.434
Br 1.298 -1.792 -1.211 1.100 1.459 -1.183
Br -2.276 -0.914 -0.680 0.266 0.298 -0.298
H 0.521 0.478 -0.882 0.828 0.135 -0.270
H 0.891 -2.933 -0.633 -0.758 -2.114 1.036
H -1.640 0.456 1.329 0.790 -0.571 -2.051
H 1.866 1.611 0.782 0.128 0.420 0.172
```
Positions in Å, forces in eV/Å.

The energy above the lowest of the compared OMol25 structures with the same formula, charge and spin is 28.8 kcal per mole. The total energy comes out at -5624.63215 a.u. The expectation value of S² is 2.009. As for the charge: 0. Its spin multiplicity is 3.



# C2H4Br3

A 2-piece molecular cluster, C2H4Br3 overall in a non-equilibrium geometry (wB97M-V/def2-TZVPD, the OMol25 dataset).

```
9
Properties=species:S:1:pos:R:3:forces:R:3
Br 3.022 1.124 -0.272 -0.065 -0.021 -0.015
Br 0.498 -2.291 -0.047 -0.091 0.608 -0.346
C -0.376 -0.607 -0.592 -0.490 0.604 0.492
C -0.369 0.342 0.592 0.480 -0.811 0.796
Br -1.373 1.992 0.220 0.306 -0.567 0.067
H -1.391 -0.902 -0.836 0.025 0.002 -0.188
H 0.105 -0.083 -1.416 0.390 -0.650 -0.122
H 0.662 0.570 0.871 -0.027 0.584 -0.487
H -0.779 -0.145 1.480 -0.526 0.251 -0.196
```
Positions in Å, forces in eV/Å.

The energy above the lowest of the compared OMol25 structures with the same formula, charge and spin is 4.4 kcal per mole. The total energy comes out at -7800.74144 a.u. As for the charge: -1.



# C2H4BrFO

A 2-piece molecular cluster, C2H4BrFO overall in a non-equilibrium geometry (wB97M-V/def2-TZVPD, the OMol25 dataset).

```
9
Properties=species:S:1:pos:R:3:forces:R:3
C -1.577 -0.427 -0.060 -0.446 2.362 -0.368
C 1.825 0.935 0.463 0.983 1.717 0.885
O -1.583 -1.700 -0.514 -0.145 -0.377 0.204
F 1.648 1.642 -0.652 -0.592 0.242 -0.188
Br 3.037 -0.450 0.072 -0.096 -0.093 0.547
H -1.871 0.463 -0.714 0.215 -1.639 0.615
H -1.054 -0.135 0.862 -0.078 -0.856 -0.469
H 2.038 1.690 1.331 -0.329 -1.874 -1.266
H -2.464 -2.018 -0.787 0.487 0.517 0.038
```
Positions in Å, forces in eV/Å.

The energy above the lowest of the compared OMol25 structures with the same formula, charge and spin is 114.8 kcal per mole. The total energy comes out at -2827.54994 a.u. As for the charge: 0.



Number 7 is which compound?
C2H4Br3